[1]
The following is a DFT calculation (wB97M-V/def2-TZVPD) of a 2-piece molecular cluster, C3H3N2OP overall at a distorted geometry.

Structure (XYZ):
```
10
Properties=species:S:1:pos:R:3:nbo_charge:R:1
N -1.79 1.31 0.76 -0.34
C -1.15 0.36 0.93 -0.04
P 0.06 -0.97 1.23 0.51
C -0.59 -1.97 0.11 0.06
N -1.00 -2.93 -0.50 -0.57
H -0.83 -3.12 -1.41 0.39
C 1.36 1.88 -0.28 0.27
O 1.82 0.78 -0.18 -0.52
H 1.21 2.61 0.56 0.13
H 0.90 2.04 -1.24 0.12
```

As for the total energy: -642.11330 hartree. The calculation puts the HOMO energy at -9.17 eV. The orbital gap is 0.3407 Ha. The LUMO energy comes out at 0.004 hartree. As for the energy above the lowest of the compared OMol25 structures with the same formula, charge and spin: 248.4 kJ/mol.

[2]
The following is a DFT calculation (wB97M-V/def2-TZVPD) of a 2-piece molecular cluster, C3H3N2S overall at a distorted geometry.

Structure (XYZ):
```
9
Properties=species:S:1:pos:R:3:nbo_charge:R:1
C -3.27 -1.24 0.66 0.00
C 2.59 0.41 -0.03 -0.10
C 1.77 1.16 -0.71 -0.21
N -2.12 -0.91 0.35 -0.08
N -1.01 -0.64 0.04 -0.19
S 3.53 -0.50 0.76 0.73
H -4.30 -1.49 0.75 0.27
H 1.04 1.58 -0.16 0.27
H 1.75 1.64 -1.65 0.30
```

As for the total energy: -623.27947 hartree. The calculation puts the HOMO energy (spin up / spin down) at -12.09 / -11.58 eV. The orbital gap (spin up / spin down) is 0.1288 / 0.1989 Ha. The net charge is +1. The LUMO energy (spin up / spin down) comes out at -0.316 / -0.227 hartree. As for the energy above the lowest of the compared OMol25 structures with the same formula, charge and spin: 564.9 kJ/mol.